This record from the OMol25 dataset describes a structure of composition C19H34NO8SSr. The level of theory is ωB97M-V with the def2-TZVPD basis set.

Structure (XYZ):
```
64
Properties=species:S:1:pos:R:3:forces:R:3:nbo_charge:R:1
Sr -0.577609 0.034632 -0.135128 -0.020 0.370 0.400 1.805
C 2.478413 0.125494 -1.805416 0.055 0.019 -0.025 -0.085
C 2.306158 -1.358681 -1.581904 -0.052 -0.050 -0.092 -0.085
O 0.913441 -1.633946 -1.504654 -0.138 0.080 0.111 -0.591
C 0.604627 -2.981877 -1.192795 0.103 -0.085 -0.072 -0.093
C -0.883191 -3.171912 -1.376692 -0.082 -0.170 -0.047 -0.092
O -1.655956 -2.323243 -0.529153 0.116 0.168 -0.089 -0.593
C -2.316849 -2.928299 0.577092 -0.012 0.025 0.026 -0.085
C -1.394935 -3.074357 1.764706 -0.038 -0.011 -0.018 -0.097
O -0.880818 -1.785581 2.071266 -0.007 -0.034 -0.091 -0.578
C 0.025197 -1.784172 3.165203 -0.018 0.034 0.040 -0.090
C 1.413914 -2.208844 2.734651 -0.004 -0.015 0.037 -0.100
O 1.873190 -1.413043 1.652944 -0.002 -0.022 -0.043 -0.566
C 2.893413 -0.481756 1.985661 0.022 -0.003 -0.016 -0.088
C 2.341049 0.776691 2.630059 0.010 0.011 0.064 -0.098
O 1.362298 1.423221 1.835996 -0.081 -0.061 -0.068 -0.559
C 1.856404 2.462232 0.995064 0.039 0.039 -0.017 -0.112
C 2.614314 1.934055 -0.214419 -0.054 0.048 0.023 -0.090
O 1.881294 0.828673 -0.720216 -0.090 -0.184 -0.056 -0.611
H 1.999750 0.432906 -2.739087 -0.001 -0.008 0.005 0.207
H 3.547111 0.351073 -1.864519 -0.011 0.008 -0.009 0.197
H 2.790478 -1.676109 -0.653614 0.017 0.016 -0.010 0.192
H 2.736203 -1.914147 -2.422689 0.057 0.037 0.021 0.193
H 0.930152 -3.210392 -0.170901 -0.005 0.008 0.001 0.181
H 1.130371 -3.653753 -1.881804 -0.017 -0.014 0.026 0.196
H -1.142974 -4.219361 -1.201388 0.005 0.007 -0.001 0.194
H -1.153142 -2.915479 -2.402215 0.021 -0.006 -0.001 0.217
H -2.727772 -3.899136 0.288772 0.006 -0.002 0.020 0.195
H -3.135617 -2.256470 0.831225 0.008 -0.011 0.017 0.220
H -0.583152 -3.776295 1.542514 0.008 0.011 -0.005 0.171
H -1.955656 -3.468127 2.619858 -0.011 -0.004 -0.014 0.196
H -0.341583 -2.438505 3.963839 0.017 -0.001 -0.002 0.191
H 0.035217 -0.762007 3.544499 0.022 -0.001 -0.019 0.198
H 1.412621 -3.249654 2.399835 -0.012 0.012 -0.009 0.189
H 2.094997 -2.148345 3.589046 -0.007 0.007 0.004 0.194
H 3.403511 -0.253240 1.052576 -0.007 0.026 0.000 0.191
H 3.624990 -0.944101 2.657827 -0.011 0.016 0.019 0.187
H 3.162101 1.464329 2.861703 0.022 -0.025 -0.025 0.191
H 1.861003 0.524296 3.578515 0.004 0.008 -0.006 0.188
H 2.501899 3.138067 1.565225 -0.001 0.000 -0.012 0.186
H 0.972853 3.006659 0.665997 0.024 -0.005 0.000 0.243
H 3.631738 1.614502 0.039507 -0.008 -0.018 0.003 0.169
H 2.687882 2.728537 -0.965232 0.002 0.001 0.015 0.202
O -0.893440 0.794302 -2.395810 0.081 -0.111 0.190 -0.750
N -0.561430 2.009380 -2.796546 -0.047 0.020 -0.043 0.006
C -0.092569 2.115682 -4.063487 -0.029 -0.019 0.076 0.019
C 0.288888 3.313952 -4.596740 0.000 -0.080 -0.025 -0.270
C 0.176009 4.452541 -3.797724 -0.008 0.040 0.035 -0.173
C -0.312739 4.330546 -2.523026 -0.050 0.070 0.135 -0.240
C -0.705158 3.092774 -1.973051 0.042 0.007 -0.291 0.034
S -1.350761 2.935237 -0.395871 0.073 -0.123 0.031 -0.457
H -0.068034 1.166602 -4.576728 0.025 0.036 -0.071 0.231
H 0.654724 3.352782 -5.611678 0.003 0.012 -0.001 0.236
H 0.460180 5.425160 -4.175085 0.007 -0.003 -0.023 0.230
H -0.426786 5.196950 -1.887351 0.003 -0.007 0.006 0.239
C -5.235604 0.692489 1.604666 -0.013 0.011 0.014 -0.640
C -4.035792 0.921182 0.716014 0.028 -0.008 -0.027 -0.071
O -2.849034 0.305537 1.268941 0.088 -0.056 -0.111 -0.793
H -6.123695 1.144496 1.163200 0.003 0.000 -0.022 0.233
H -5.090203 1.154549 2.583905 0.008 -0.006 0.006 0.207
H -5.426198 -0.371475 1.747135 -0.001 -0.006 0.002 0.210
H -3.844888 1.980704 0.544512 -0.020 -0.006 0.018 0.200
H -4.164788 0.452348 -0.259768 -0.016 0.010 0.006 0.186
H -2.736022 0.619741 2.172763 -0.048 -0.005 0.011 0.484
```
Positions in Å, forces in eV/Å.

Calculated values
Total energy (eV): -49791.048
Net charge: +1
Kohn-Sham gap (eV): 7.9
Energy relative to the best compared isomer or geometry (same formula, charge and spin) (kcal per mole): 5.84
Lowest unoccupied orbital energy (eV): -1.87
Strongest force on any atom (eV/Å): 0.546

***

This record from the OMol25 dataset describes a structure of composition C19H34NORu in a non-equilibrium geometry. The level of theory is ωB97M-V with the def2-TZVPD basis set.

Structure (XYZ):
```
56
Properties=species:S:1:pos:R:3:forces:R:3:mulliken_spin:R:1
C -1.734044 -2.050028 -0.467093 -1.073 -1.986 -0.529 0.035
H -1.869293 -2.428447 0.580604 0.145 0.339 -0.791 0.005
H -2.704231 -1.768594 -0.885710 -0.206 -0.389 0.252 0.025
H -0.152895 -1.111735 0.877079 0.475 0.571 0.406 0.324
C -0.988408 -3.065972 -1.385907 1.008 0.408 -0.379 0.022
H -0.679849 -2.712398 -2.422270 -0.602 0.251 1.186 -0.007
H -0.025985 -3.253076 -0.860534 -0.515 -0.335 -0.457 0.015
C -1.810445 -4.357135 -1.572080 0.218 0.038 0.822 0.064
H -1.328110 -5.024705 -2.296510 -0.128 0.211 0.225 0.004
H -1.803612 -4.829925 -0.575054 -0.384 -0.192 -0.569 -0.003
H -2.842053 -4.147864 -1.889957 0.342 -0.085 0.106 -0.004
C -0.447962 1.843616 -1.244117 -0.139 -0.071 -0.415 -0.063
C -0.633102 0.902938 -2.312545 -0.953 1.159 -0.902 0.448
C -1.962120 0.359223 -2.191309 -0.795 1.353 -0.766 -0.055
C -2.505630 0.837042 -0.940580 -1.046 1.619 -0.963 0.061
C -1.576028 1.783586 -0.389957 -0.832 -0.198 -0.054 0.471
C -1.770668 2.618077 0.802143 -0.062 0.412 0.575 0.012
C -3.921793 0.688151 -0.490903 -0.434 -0.264 0.347 -0.003
C -2.697459 -0.394133 -3.249557 0.081 -0.812 -0.203 -0.005
C 0.263299 0.785384 -3.476790 0.592 -0.288 -0.382 0.061
C 0.677671 2.769445 -1.097485 0.821 0.235 0.228 -0.023
Ru -0.741380 -0.386925 -0.585432 2.451 -2.371 2.073 3.220
H -4.037285 0.922534 0.569724 0.089 0.104 -0.121 -0.008
H -4.547241 1.406382 -1.055173 0.247 -0.359 0.168 0.014
H -4.360942 -0.316258 -0.603910 0.301 0.327 -0.296 0.008
H -2.551437 2.245224 1.464459 0.059 0.009 -0.090 -0.001
H -0.856301 2.730045 1.389339 -0.070 -0.057 -0.090 0.010
H -2.056595 3.621541 0.475942 -0.078 0.055 0.048 0.013
H 1.548024 2.430299 -1.660492 -0.007 0.103 0.016 -0.005
H 0.428923 3.774079 -1.464297 -0.126 -0.175 -0.001 0.019
H 0.963968 2.882269 -0.048897 -0.015 0.073 -0.059 0.008
H 0.119597 -0.154435 -4.008793 0.046 0.067 -0.033 0.003
H 0.108795 1.607429 -4.185201 -0.105 -0.074 0.105 0.007
H 1.304422 0.838525 -3.155799 0.041 -0.056 -0.158 0.001
H -3.198530 -1.299069 -2.883550 -0.039 0.266 0.133 0.008
H -3.475252 0.207288 -3.747840 0.324 0.083 0.369 0.013
H -2.017187 -0.753036 -4.025594 -0.029 0.198 0.037 -0.002
O -0.070956 0.232757 1.889217 -0.267 -0.533 -0.750 0.277
C 1.174456 0.397775 2.068789 0.656 0.151 -0.158 0.033
C 1.575407 0.638000 3.494833 -0.660 -0.047 -0.224 0.022
C 2.537241 -0.465175 3.929873 0.337 -0.170 0.478 0.017
C 3.976536 -0.146631 3.550396 0.348 -0.213 -0.034 -0.002
C 4.283877 -0.292850 2.056299 0.436 -0.067 0.263 -0.002
C 3.497324 0.685181 1.199272 0.317 0.033 0.550 -0.001
N 2.077806 0.308826 1.092653 -0.790 0.265 -0.679 -0.051
H 1.979406 1.655325 3.589814 0.100 -0.270 0.147 0.007
H 0.640525 0.563858 4.068177 0.320 0.252 -0.165 -0.002
H 2.463525 -0.556821 5.022663 0.006 0.023 -0.308 0.001
H 2.224867 -1.440950 3.509802 0.072 0.389 0.200 -0.002
H 4.195824 0.890165 3.848259 0.061 -0.261 0.062 0.000
H 4.648966 -0.802217 4.119114 -0.115 0.199 -0.154 0.001
H 5.358636 -0.097848 1.905569 -0.379 -0.054 -0.030 0.000
H 4.096724 -1.325936 1.722282 0.033 0.287 0.025 0.002
H 3.545315 1.697160 1.624644 0.085 -0.175 -0.114 0.000
H 3.921661 0.729987 0.197678 -0.262 -0.033 -0.074 0.003
H 1.753999 0.130053 0.124713 0.098 0.054 1.123 0.007
```
Positions in Å, forces in eV/Å.

Calculated values
Total energy (eV): -26353.207
⟨S²⟩: 8.766
Net charge: +2
Spin multiplicity: 6
Kohn-Sham gap (spin up / spin down) (eV): 8.9 / 6.7
Energy relative to the best compared isomer or geometry (same formula, charge and spin) (kcal per mole): 1.01
Lowest unoccupied orbital energy (spin up / spin down) (eV): -5.77 / -9.81
Strongest force on any atom (eV/Å): 3.991